C38H112N20O14 | wB97M-V/def2-TZVPD

Element x y z (Å)
H1 18.2866 9.3102 17.4423
N1 12.4868 14.1983 21.5528
C1 13.9710 12.6226 15.5389
C2 12.9283 15.4243 22.0331
C3 12.4545 13.8622 9.2131
H2 14.7150 14.9570 15.0777
H3 15.7493 22.3670 13.8583
H4 11.3706 16.3497 21.1512
N2 15.9912 16.5183 18.9393
H5 16.6309 14.9059 20.4883
H6 20.0887 14.7021 12.8788
H7 18.4339 11.6633 14.3458
H8 5.6703 12.1082 20.3521
H9 11.3174 14.4213 13.0060
C4 13.1912 11.9526 10.6659
H10 11.0237 15.0250 14.6331
O1 10.4279 20.0506 20.1902
C5 15.8923 13.0350 20.3130
H11 12.4020 11.3128 10.2356
C6 19.7070 16.2208 14.6113
N3 13.5700 14.3853 11.4004
N4 18.0986 12.5578 14.0879
H12 10.9027 11.8038 20.4795
H13 17.2225 10.7294 17.3638
N5 15.2062 15.5414 14.4027
H14 12.5752 16.9513 18.3495
H15 11.7006 13.4230 11.2360
C7 9.8435 11.7161 20.3765
N6 20.2202 16.0289 19.4635
H16 21.3608 11.2404 16.4128
H17 11.9899 16.9772 14.0912
H18 18.3963 13.4087 14.6145
H19 12.4616 10.3956 13.4483
H20 15.0949 18.6640 13.4278
H21 8.3007 12.8152 14.6861
H22 8.7451 18.0942 20.1525
C8 20.8689 15.4838 12.8047
H23 15.5565 14.4609 21.7491
H24 11.4036 14.0600 8.9379
C9 10.3565 16.2351 13.0023
N7 19.5728 11.4304 18.2841
N8 6.3573 14.6183 19.6377
H25 9.0096 15.4081 11.6160
H26 9.8300 17.0321 11.2181
O2 17.6159 17.7421 19.8539
H27 17.3705 17.3872 16.0135
H28 12.4345 19.7429 20.2833
C10 15.4547 21.6210 13.0467
O3 14.1052 17.3974 15.3041
H29 16.5769 11.5726 19.2758
H30 9.7522 13.3757 15.6172
H31 12.9466 19.7956 14.1227
H32 19.8414 10.6648 18.8751
H33 8.4655 14.5466 15.4394
H34 9.7488 20.6966 18.3526
O4 9.4626 14.1013 13.6572
H35 14.1262 11.8495 10.1377
C11 13.3737 20.6284 13.5776
H36 19.0577 18.2151 14.7156
C12 17.0119 12.6432 13.2278
H37 8.3781 13.9656 18.7444
C13 16.4801 17.3408 19.9526
H38 10.6565 15.4467 11.0928
H39 12.3722 16.4474 12.6343
H40 21.6843 14.9578 13.3008
H41 9.3848 11.5023 21.3107
H42 14.9374 22.1138 12.2579
H43 19.0442 12.2396 16.5124
H44 11.3843 10.7793 12.1471
H45 15.0591 12.6842 15.6504
N9 8.6978 18.1376 19.1057
H46 10.5809 15.6861 17.9185
C14 8.2207 13.2337 19.5151
N10 13.2677 19.7622 11.0945
H47 11.6091 14.0640 21.0712
H48 10.6733 21.0237 12.9427
C15 7.1300 13.6585 20.4586
H49 11.4260 20.1490 18.2596
O5 14.9188 12.3338 20.5934
C16 11.2049 20.4021 12.1725
C17 16.9303 8.5555 15.8257
H50 13.2844 16.6613 16.9001
H51 5.4589 14.8903 19.9847
N11 16.7844 12.5216 19.4179
H52 10.7386 18.2493 16.3220
H53 20.3441 10.6017 15.0702
O6 20.9849 14.0848 18.6081
H54 12.0197 21.4566 20.4872
O7 20.4153 16.6442 13.4681
C18 12.2055 11.1750 12.7332
N12 16.4628 11.4174 12.9585
H55 12.8214 21.6146 11.6478
H56 20.3287 18.7388 16.9038
H57 18.4429 17.5777 17.1787
O8 17.6833 9.7620 15.5537
H58 13.7567 12.6836 14.4855
H59 16.4648 10.6646 13.5976
H60 6.9561 15.3604 19.3543
H61 7.9693 12.3666 18.9017
O9 9.5259 13.0813 20.1068
H62 14.9337 16.9497 21.3055
C19 14.8359 16.8864 14.3740
N13 11.6315 16.9957 13.1558
H63 6.8884 11.8364 21.5030
H64 10.7471 20.4736 11.1631
H65 11.1931 19.2927 12.4202
H66 15.8432 15.1652 13.7447
H67 18.8414 14.0475 17.2237
O10 16.5016 13.5927 12.6408
H68 7.8584 18.6555 18.7777
C20 10.6366 14.8732 13.6756
N14 13.1696 16.3393 17.8579
H69 18.8410 15.6487 14.1888
H70 9.0870 18.8457 16.3883
C21 20.0765 14.8696 18.6753
H71 15.7017 11.5379 12.3405
N15 12.1428 16.5130 21.8000
C22 19.3780 17.4089 15.3980
C23 6.2464 12.6072 21.1100
N16 16.0138 14.2214 20.8686
H72 10.7510 17.9177 18.7615
H73 18.3729 15.5348 17.7144
H74 21.4745 18.2485 15.6074
C24 12.6875 13.4125 10.6505
C25 9.9468 18.5665 18.4225
N17 18.2804 17.0939 16.3381
H75 12.6214 14.9134 19.1512
O11 14.0338 15.4567 22.5781
H76 14.4381 14.5844 10.7999
H77 5.5866 13.0043 21.8531
C26 10.4517 19.9280 18.7115
H78 11.8045 11.9907 13.3087
H79 16.3161 8.6098 16.6829
N18 18.9110 14.7254 17.9694
C27 19.2831 11.2022 16.9298
H80 21.0310 17.1221 16.8695
H81 12.4609 17.4579 22.0014
C28 9.9077 16.0004 11.6221
H82 9.4450 17.1271 16.8564
C29 20.6113 17.9083 16.2284
H83 16.3580 21.2973 12.5460
N19 15.7327 17.5585 21.1336
N20 15.3866 17.6691 13.3967
H84 16.2105 17.5954 22.0368
H85 15.4881 17.1736 12.5343
H86 11.5755 20.4114 21.7412
H87 7.6321 14.2487 21.2661
H88 13.3423 12.9019 17.9427
H89 9.5063 16.6707 13.5575
H90 17.6197 7.7145 15.9604
C30 20.5117 10.6390 16.1523
C31 13.5528 13.9158 17.5115
H91 9.5732 11.0142 19.6376
C32 11.2450 14.8873 17.5093
H92 13.1464 21.4651 14.2204
C33 18.0686 10.1976 16.8507
H93 13.5639 11.7267 16.0472
H94 13.1789 13.4483 21.4940
H95 12.8999 13.2008 8.5352
H96 11.2946 14.9284 16.4232
H97 20.7616 9.6426 16.5986
H98 10.8577 13.9465 17.8392
C34 11.7010 20.4383 20.6823
H99 21.1515 15.8310 11.8579
H100 12.9981 18.7970 11.3447
H101 14.5719 14.1631 17.8233
H102 19.4067 16.6509 19.5283
H103 20.0923 12.2413 18.4471
C35 12.7172 20.6533 12.1105
H104 14.0665 13.9346 12.1760
H105 20.7691 15.8759 20.2589
O12 14.7850 20.5035 13.6104
C36 8.9631 13.6662 14.9392
C37 9.8172 18.1737 16.8790
O13 13.4218 13.7833 16.0773
H106 12.8522 14.8728 9.1272
H107 14.9380 16.4596 18.7544
H108 16.5192 16.7121 18.1411
H109 17.7832 12.8302 19.2872
H110 16.4231 8.3794 14.8669
C38 12.6288 15.0152 18.0426
H111 20.4073 15.5634 15.1350
O14 13.4085 11.4037 11.9375
H112 14.2908 19.6684 11.1547

Cartesian forces, eV/Å:
H 0.491 0.013 0.289
N -0.102 0.756 0.305
C 0.529 0.109 0.536
C 0.792 -1.830 -0.617
C -1.111 1.864 1.168
H 0.089 0.212 -0.328
H -0.494 -0.831 -0.983
H 0.400 0.588 0.496
N -2.691 0.725 1.976
H 0.408 0.103 -0.185
H -0.114 0.360 -0.997
H 0.093 -0.666 0.377
H -0.523 -0.142 -0.475
H 1.313 -0.823 -0.335
C -1.402 0.195 0.234
H 0.686 -0.009 1.475
O 0.793 0.483 -1.808
C -0.874 -1.656 -0.019
H 0.250 0.287 -0.643
C 0.477 -0.941 -1.632
N 1.738 -0.338 -1.632
N -0.744 3.116 -0.285
H 0.861 -0.847 0.261
H 0.395 -0.517 -0.504
N -1.361 2.305 0.722
H -0.667 1.117 0.458
H 1.215 -0.101 -0.856
C 0.610 2.210 0.952
N -2.104 -0.468 -2.235
H 0.467 0.596 -0.235
H -0.140 0.091 0.805
H -0.331 -1.319 -0.949
H 0.203 -0.019 0.017
H 0.277 -0.769 -0.305
H 0.128 0.668 0.610
H 0.036 0.588 -1.635
C -0.701 -0.444 1.388
H -0.303 -0.311 -0.653
H 0.236 -0.709 0.272
C 0.935 -1.027 2.953
N -1.441 -0.630 1.258
N -0.238 -1.560 -0.070
H -0.544 0.175 -0.104
H -0.440 -0.837 -0.539
O 1.458 0.862 0.021
H -0.076 0.066 -0.396
H 0.511 -0.058 0.351
C 1.115 0.486 1.427
O 1.643 -1.337 -2.452
H 0.048 -1.148 -0.345
H 0.413 -0.433 0.034
H 0.226 -0.656 -0.051
H 0.191 -0.293 -0.207
H -0.065 -1.024 -0.394
H 0.155 -0.113 -0.071
O -0.544 -1.080 0.922
H 0.315 0.005 -0.360
C -0.654 -0.351 -0.978
H 0.215 -0.260 0.098
C -0.080 -1.805 0.169
H -0.138 0.876 -0.096
C -0.818 -1.221 1.092
H 0.600 -0.204 -0.600
H -1.048 0.711 0.434
H 0.635 0.477 0.273
H -0.265 -0.855 0.938
H -1.030 0.458 -0.367
H -0.089 -1.522 0.218
H -0.083 -0.045 -0.573
H 0.191 -0.530 0.070
N -0.045 0.253 0.331
H 0.469 -0.547 -0.382
C 1.299 -0.590 -0.339
N 0.699 -1.743 0.786
H 0.023 0.150 0.082
H 0.473 -0.647 -0.789
C -0.354 2.190 0.545
H 0.017 -0.256 0.341
O -0.865 -0.630 0.354
C 0.240 -1.611 0.493
C 1.333 -0.145 -2.955
H 0.025 -0.112 -0.204
H -0.076 0.312 0.330
N 1.899 2.080 -0.282
H 0.469 0.029 0.023
H 0.234 -0.242 0.204
O 1.020 -1.669 0.052
H -0.185 0.360 -0.645
O 0.439 -0.273 -0.097
C 0.986 -0.871 -0.421
N 0.754 0.658 -0.305
H 0.399 0.999 0.207
H 0.043 -0.295 -0.441
H 0.159 0.894 1.300
O -0.305 -0.446 1.364
H -0.183 -0.489 -0.443
H 0.178 -0.602 0.660
H -0.029 0.860 -0.108
H -0.174 -0.492 0.351
O -1.118 -0.449 -0.922
H 0.110 -0.003 -0.481
C -0.876 -0.003 2.794
N 0.260 -0.587 -2.194
H 0.161 -0.249 0.634
H 0.293 0.349 0.684
H -0.728 1.216 0.159
H 0.493 -0.553 -0.654
H 0.614 -0.079 0.319
O 1.036 1.104 0.776
H 1.012 -0.400 0.548
C -1.950 1.047 -1.632
N 1.404 -0.194 -0.249
H 0.109 0.332 0.916
H 0.177 -0.395 0.168
C -0.269 1.980 0.235
H -1.046 -0.427 -0.427
N -0.692 -0.307 -0.473
C -0.189 1.659 1.587
C 0.946 -0.163 -1.147
N 1.042 1.825 0.863
H -0.037 -0.439 0.457
H -0.021 0.410 0.101
H -0.903 -0.191 0.156
C -0.657 0.017 1.793
C -0.445 -2.112 -1.477
N -0.081 -0.597 -0.731
H -0.016 -0.429 -0.615
O -0.299 0.904 0.211
H -1.730 -0.222 0.688
H -0.232 0.266 0.513
C -1.371 1.480 1.335
H 0.243 0.935 -0.041
H -1.028 0.409 0.712
N -0.461 -0.015 0.225
C 0.032 -0.608 -1.941
H -0.366 -0.080 -0.096
H -0.118 -0.643 -0.074
C 0.408 1.658 -0.687
H 0.193 0.792 -0.151
C 0.192 0.213 -0.320
H 0.440 -0.398 0.282
N -0.455 -0.778 -0.573
N -0.605 -0.114 0.775
H 0.487 0.374 -0.943
H 0.277 0.283 -0.580
H 0.386 -0.429 0.926
H -0.082 -0.621 -0.228
H -0.150 0.844 -0.016
H 0.575 0.451 0.006
H 0.089 0.097 0.122
C -0.791 -0.609 0.803
C -0.116 -0.833 -0.082
H -0.417 -0.620 -1.146
C -0.716 0.603 0.150
H -0.595 0.889 -0.297
C 0.186 2.246 0.544
H 0.223 0.168 -0.437
H -0.085 0.342 0.018
H 0.673 -0.817 -1.217
H -0.283 0.072 0.175
H -0.381 0.469 -0.716
H -0.589 -0.773 -0.014
C -0.627 -0.338 -0.114
H 0.286 -0.217 -1.607
H -0.265 0.420 -0.214
H 0.227 -0.039 -0.319
H 0.423 -0.337 0.397
H 1.236 1.335 0.374
C -0.017 0.876 0.549
H -0.637 -0.197 0.089
H 0.817 0.010 1.091
O 0.095 -0.094 -0.849
C -0.392 1.150 -0.957
C -1.057 0.502 1.357
O -0.519 1.275 1.045
H 0.501 -0.072 -0.256
H 1.410 0.084 0.093
H 0.642 0.131 -1.584
H -1.742 -0.487 0.335
H -0.448 -0.225 0.615
C 0.544 -0.425 0.861
H -0.433 -0.369 0.578
O -0.704 0.160 1.731
H -0.365 0.663 -0.028

Output
E_LUMO, eV: 0.44
Energy relative to the best compared isomer or geometry (same formula, charge and spin), kcal/mol: 53.3
Orbital gap, eV: 9.04
Molar mass, g/mol: 1073.440